Entry 1:
{"formula": "C7H17N6O2", "method": "ωB97M-V/def2-TZVPD", "charge": 1, "de_lowest_kcal_mol": 69.66, "symbols": ["C", "C", "C", "C", "C", "C", "C", "N", "N", "N", "N", "N", "N", "O", "O", "H", "H", "H", "H", "H", "H", "H", "H", "H", "H", "H", "H", "H", "H", "H", "H", "H"], "xyz": [[1.843966, -1.746862, 2.079280], [-0.331278, -0.511463, 2.148368], [-0.095161, -3.044801, 2.471955], [0.412414, -0.031169, -2.858194], [0.066356, 3.956903, -0.767186], [0.735843, 0.444745, -1.511688], [-0.127153, 2.574474, -1.530791], [-1.161938, -0.193241, 1.030293], [1.410197, -2.958097, 2.262373], [-0.684605, -1.851840, 2.745619], [1.150236, -0.677965, 1.850507], [-0.569852, -4.231242, 2.308410], [0.535489, 1.522960, -0.907184], [0.290855, -5.277030, 2.193894], [-1.106045, -1.313422, 0.127830], [2.917604, -1.880076, 1.944736], [-0.559790, 0.077513, 3.026033], [0.928218, 0.358084, -3.728490], [0.577934, -1.110651, -2.713084], [-0.573073, 0.167102, -3.043446], [0.987962, 4.494075, -0.944845], [-0.710326, 4.720688, -1.061108], [0.046874, 3.803354, 0.248497], [1.088890, -0.348687, -0.877325], [-1.987330, -1.337420, -0.307120], [0.230031, 2.762388, -2.567635], [-1.278650, 2.364689, -1.393213], [1.053928, -4.884901, 2.583202], [-1.714457, -1.834179, 2.897444], [1.706647, 0.024713, 1.427179], [-1.531989, -4.525892, 2.268812], [-0.806056, 0.528892, 0.261254]], "forces_ev_per_a": [[0.666, -3.590, -0.422], [1.839, -2.221, -0.199], [4.620, 3.104, -1.730], [1.818, -1.330, 0.166], [-0.822, 0.375, -2.754], [0.733, -0.327, 0.582], [-1.889, 3.366, -0.100], [0.079, 0.933, -2.439], [-4.437, -1.049, 1.676], [-2.467, -0.698, -0.330], [-1.423, 1.676, 0.533], [-1.036, 0.120, 0.264], [0.318, -0.553, 1.473], [-1.164, -0.874, -0.458], [-0.628, -0.853, -0.299], [0.107, 1.507, -0.115], [0.513, 1.242, -0.487], [0.581, 0.110, 0.164], [-0.250, 0.276, -1.045], [-2.879, 0.310, -0.565], [0.577, -0.376, -0.450], [0.477, -1.072, 0.316], [-0.411, -0.436, 2.488], [0.591, -0.336, 0.275], [0.675, 0.065, 0.592], [-0.829, -0.467, 0.264], [1.959, 0.325, -0.954], [2.156, 0.101, 0.428], [1.018, -0.371, -0.017], [-0.206, 1.450, -0.211], [-0.208, 0.225, 0.204], [-0.078, -0.633, 3.152]]}

---

Entry 2:
{"formula": "C3H4F2O", "method": "ωB97M-V/def2-TZVPD", "de_lowest_kcal_mol": 101.09, "symbols": ["C", "C", "C", "H", "H", "H", "H", "O", "F", "F"], "xyz": [[0.677638, -0.006333, -0.441778], [0.099268, -0.430889, 0.826744], [-0.320572, 0.913224, 0.111565], [-0.944380, -1.189574, -1.449369], [1.725505, 0.351737, -0.749893], [0.652044, -0.306494, 1.891537], [-0.733660, -1.216631, 0.727561], [0.352812, -0.943509, -1.341429], [0.217652, 2.046721, 0.514167], [-1.726309, 0.781748, -0.089106]], "forces_ev_per_a": [[0.808, -0.530, -1.832], [0.405, 1.970, 5.056], [-1.153, -3.598, 1.826], [5.888, 1.511, 0.789], [-1.535, -0.263, 1.260], [-1.391, -0.471, -2.673], [1.768, 1.272, 0.341], [-5.699, -2.765, -4.350], [-1.041, 1.205, 0.392], [1.950, 1.671, -0.809]]}

---

Entry 3:
{"formula": "C15H15NO3Ti", "method": "ωB97M-V/def2-TZVPD", "charge": -2, "s_squared": 2.01, "e_tot_ev": -46541.4555, "spin_multiplicity": 3, "symbols": ["C", "C", "C", "C", "C", "Ti", "C", "C", "C", "N", "H", "H", "H", "H", "H", "H", "H", "H", "H", "H", "O", "C", "C", "C", "C", "C", "C", "C", "O", "O", "H", "H", "H", "H", "H"], "xyz": [[0.112898, -1.328349, -3.351838], [-1.173326, -1.408715, -2.790432], [-1.102416, -1.985425, -1.495428], [0.273078, -2.284777, -1.238045], [1.006521, -2.019238, -2.440191], [1.002764, -0.237060, -1.378762], [-1.525448, 1.852837, -2.530783], [-0.520803, 2.405533, -3.298812], [0.135165, 2.963085, -4.270326], [2.563671, -0.627968, -0.789703], [-1.942472, -2.236009, -0.871869], [-2.147329, -1.192263, -3.306933], [0.626654, -2.937157, -0.417870], [2.027777, -2.357838, -2.694239], [0.350013, -1.170223, -4.414099], [-2.320007, 1.233316, -3.015837], [3.336825, -0.286901, -1.402230], [-1.444553, 1.966653, -1.423330], [-0.513182, 3.550898, -4.893229], [1.253108, 2.941678, -4.388764], [1.024528, 1.825235, 2.045557], [0.535222, 1.030938, 3.009619], [0.759099, 1.391492, 4.356228], [0.318129, 0.571728, 5.385769], [-0.378777, -0.600969, 5.076394], [-0.647391, -0.933541, 3.735097], [-0.182267, -0.144990, 2.678130], [-0.595102, -0.430951, 1.222899], [-1.497954, -1.226144, 1.050585], [0.035000, 0.224202, 0.279408], [0.775043, 1.373561, 1.190849], [1.287187, 2.307759, 4.562190], [0.512416, 0.841986, 6.420360], [-0.716899, -1.244191, 5.877878], [-1.227157, -1.828182, 3.521761]], "forces_ev_per_a": [[1.116, -1.483, -0.516], [-1.592, -0.407, 0.613], [0.600, 0.082, -1.882], [-0.404, -2.134, -0.174], [-0.209, -1.243, -1.548], [-1.510, 1.359, -0.372], [1.013, 0.786, -0.617], [-0.853, -2.006, 3.401], [1.343, 0.243, -0.868], [2.535, 1.059, 0.123], [0.127, 0.336, 0.057], [1.249, 0.244, 0.654], [-0.162, 0.775, -0.467], [-0.834, 0.420, 0.375], [-0.159, 0.323, 0.698], [0.466, 0.378, 0.605], [-0.237, -0.378, 0.373], [-0.554, -0.298, -1.048], [0.075, 0.898, -1.210], [-1.274, 0.141, -0.096], [-0.179, -0.032, 0.279], [0.165, -0.167, 0.055], [-0.192, -0.433, -0.304], [-0.165, -0.211, -0.579], [0.045, 0.093, -0.515], [0.284, 0.222, 0.465], [-0.107, 0.659, 0.192], [0.216, 0.023, 0.059], [-0.127, 0.006, 0.479], [-0.956, 0.431, 2.209], [0.167, 0.072, -0.123], [0.127, 0.164, -0.039], [-0.026, -0.019, -0.091], [-0.081, -0.084, -0.022], [0.095, 0.186, -0.167]]}

---

Entry 4:
{"formula": "C8H9N2O5PtS", "method": "ωB97M-V/def2-TZVPD", "charge": 1, "s_squared": 2.01, "de_lowest_kcal_mol": 85.78, "spin_multiplicity": 3, "symbols": ["O", "C", "Pt", "C", "O", "C", "O", "C", "O", "C", "O", "H", "C", "N", "C", "S", "N", "C", "H", "H", "H", "H", "H", "H", "H", "H"], "xyz": [[1.136530, 2.940875, -1.430441], [1.200298, 1.850378, -1.768620], [1.174881, -0.546870, -1.996389], [1.194238, -2.457452, -1.753718], [1.217712, -3.597442, -1.540480], [1.053684, -1.259305, -4.115122], [0.988063, -1.617226, -5.200025], [3.202063, -0.452729, -1.940551], [4.345007, -0.478846, -1.787229], [-0.808563, -0.440742, -1.888343], [-1.966179, -0.459088, -1.700821], [1.241192, 0.733137, -3.040453], [-1.032012, 2.080745, 2.355700], [-0.055793, 1.264964, 1.637672], [0.013047, -0.027574, 1.395142], [1.470595, -0.641706, 0.633422], [-0.955604, -0.909116, 1.648173], [-2.193057, -0.708986, 2.387211], [-1.948300, 1.524573, 2.590225], [-1.282326, 2.941512, 1.731092], [-0.586282, 2.461950, 3.281475], [0.830477, 1.749400, 1.392668], [-0.692735, -1.873706, 1.394227], [-2.882373, -0.062369, 1.826001], [-2.663873, -1.685930, 2.486260], [-2.000678, -0.328454, 3.402915]], "forces_ev_per_a": [[-0.055, -0.795, -0.775], [0.107, 3.336, 2.099], [-0.367, -1.285, -1.544], [0.270, -7.507, 2.054], [-0.134, 3.286, -0.654], [-0.334, -1.226, -5.186], [0.201, 0.856, 2.694], [4.509, 0.983, 1.033], [-3.612, -0.306, -0.688], [-5.676, 1.224, 1.533], [4.882, -0.407, -1.007], [0.082, 1.492, -1.412], [-0.333, 0.216, 0.124], [1.006, 1.063, -0.103], [0.888, -0.904, -0.527], [-0.549, 0.554, 2.094], [0.312, -0.788, -0.195], [-0.273, -0.225, 0.120], [0.608, 0.509, -0.168], [-0.075, -0.121, 0.076], [-0.113, -0.178, -0.122], [-1.068, -0.544, 0.313], [-0.274, 0.979, 0.350], [0.156, -0.181, 0.309], [-0.002, 0.081, 0.006], [-0.156, -0.112, -0.424]]}

---

Entry 5:
{"formula": "C5H8O2", "method": "ωB97M-V/def2-TZVPD", "de_lowest_kcal_mol": 62.16, "smiles": "C#C[C@H](O)CCO", "symbols": ["C", "C", "C", "O", "C", "C", "O", "H", "H", "H", "H", "H", "H", "H", "H"], "xyz": [[-2.951195, -0.309385, -0.110705], [-1.764265, -0.284139, 0.090717], [-0.352644, -0.697717, 0.119353], [0.097489, -0.971692, 1.443356], [0.641052, 0.241779, -0.586916], [1.449670, 1.140070, 0.347484], [2.376633, 0.407244, 1.113146], [-3.982577, -0.431796, -0.346140], [-0.386409, -1.634335, -0.452138], [-0.661508, -1.210965, 1.987329], [1.354075, -0.377330, -1.140302], [0.094084, 0.844425, -1.320649], [2.038001, 1.835620, -0.260106], [0.779368, 1.741342, 0.982680], [1.845863, -0.232431, 1.610727]], "forces_ev_per_a": [[0.408, 0.019, 0.063], [-0.536, -0.297, -0.269], [-0.017, -0.029, -0.264], [-0.185, -0.016, 0.197], [0.069, -0.010, -0.079], [-0.202, 0.265, -0.243], [-0.016, -0.125, 0.205], [-0.018, 0.287, 0.153], [0.185, -0.011, 0.120], [0.100, -0.027, -0.071], [-0.043, 0.091, 0.055], [0.074, -0.071, 0.119], [-0.132, -0.052, 0.080], [0.094, -0.119, -0.055], [0.220, 0.095, -0.011]]}

---

Entry 6:
{"formula": "C28H25CdClNP", "method": "ωB97M-V/def2-TZVPD", "charge": -2, "de_lowest_kcal_mol": 47.09, "symbols": ["C", "C", "C", "H", "C", "C", "H", "H", "H", "H", "Cd", "Cl", "C", "C", "C", "H", "C", "C", "H", "H", "H", "H", "N", "P", "C", "C", "C", "C", "C", "C", "C", "C", "C", "C", "C", "C", "C", "C", "C", "C", "C", "C", "H", "H", "H", "H", "H", "H", "H", "H", "H", "H", "H", "H", "H", "H", "H"], "xyz": [[2.205388, -2.255896, -1.019706], [2.273969, -2.266317, -2.444230], [0.923766, -2.217128, -2.965324], [3.206170, -2.341852, -3.048307], [0.024536, -2.207457, -1.837115], [0.820989, -2.224167, -0.653046], [0.440990, -2.170738, 0.390450], [3.075276, -2.242495, -0.315681], [0.617434, -2.292448, -4.036075], [-1.089009, -2.168777, -1.872673], [1.161457, 0.118215, -2.047559], [2.259817, 1.266060, -0.091630], [1.420111, 2.722999, -6.584474], [0.185150, 2.080785, -6.929856], [0.496916, 0.841403, -7.580899], [-0.834764, 2.481798, -6.745923], [1.924829, 0.718294, -7.639054], [2.495344, 1.881300, -7.023330], [3.580354, 2.100441, -6.924386], [1.525759, 3.710663, -6.086683], [-0.237711, 0.113784, -7.989068], [2.489297, -0.121520, -8.099470], [-0.432518, 0.275950, -0.246577], [-0.593837, 0.183102, 1.358626], [-2.114764, -0.832939, 1.519334], [-2.794119, -1.345802, 0.385925], [-3.936542, -2.168042, 0.524283], [-4.440578, -2.495165, 1.798400], [-3.777947, -1.975885, 2.923762], [-2.638792, -1.156814, 2.786193], [0.728214, -0.524394, 2.496489], [0.484786, -0.504307, 3.886345], [1.424715, -1.002353, 4.809128], [2.669332, -1.503199, 4.394466], [2.950618, -1.486469, 3.015063], [2.005758, -1.005758, 2.094660], [-0.810224, 1.817823, 2.104037], [-2.037145, 2.199387, 2.666340], [-2.138415, 3.400553, 3.387609], [-1.033769, 4.251828, 3.532893], [0.186494, 3.883665, 2.943229], [0.292766, 2.680008, 2.242242], [-2.449374, -1.096448, -0.623543], [-4.451905, -2.567239, -0.363776], [-5.328173, -3.140364, 1.916500], [-4.158528, -2.211640, 3.928196], [-2.165065, -0.773906, 3.690757], [-0.452600, -0.082215, 4.270607], [1.185535, -0.991365, 5.873516], [3.404403, -1.897508, 5.119008], [3.926317, -1.851726, 2.653259], [2.325188, -0.955157, 1.060024], [-2.908875, 1.547296, 2.583697], [-3.090271, 3.675151, 3.855159], [-1.113211, 5.186386, 4.105575], [1.062597, 4.533454, 3.053576], [1.253879, 2.407126, 1.799011]], "forces_ev_per_a": [[-0.346, -0.462, -0.111], [0.635, 0.398, 0.114], [-0.435, 0.548, -0.226], [-0.948, 0.145, 0.510], [0.265, -0.517, 0.420], [0.052, -0.773, -0.083], [0.342, -0.138, -1.256], [-0.945, -0.050, -0.898], [0.424, 0.098, 1.086], [1.267, 0.000, -0.043], [-0.785, -0.321, 1.941], [1.549, 0.633, -0.884], [-0.035, -0.364, -0.264], [0.400, -0.162, -0.144], [0.310, 0.336, 0.086], [0.840, -0.345, -0.101], [-0.232, 0.385, 0.115], [-0.440, -0.087, -0.123], [-0.891, -0.196, -0.030], [-0.088, -0.833, -0.362], [0.597, 0.578, 0.380], [-0.460, 0.668, 0.424], [-0.661, -0.094, 2.866], [1.137, 0.390, -7.010], [-0.971, -0.576, 1.343], [-0.366, -0.186, 0.138], [0.217, 0.173, 0.437], [0.565, 0.381, 0.018], [-0.088, -0.011, -0.067], [-0.654, -0.552, -0.346], [0.544, -0.262, 1.096], [0.442, -0.296, -0.032], [0.136, -0.004, -0.109], [-0.418, 0.131, -0.535], [-0.240, 0.026, 0.414], [-0.196, 0.116, 0.266], [-0.550, 0.182, 1.466], [0.280, 0.510, 0.304], [0.053, 0.190, -0.098], [0.000, -0.340, -0.153], [-0.386, -0.064, 0.000], [0.165, 0.159, 0.132], [0.196, 0.111, 0.632], [0.410, 0.312, 0.387], [0.551, 0.406, -0.093], [0.201, 0.121, -0.436], [-0.194, -0.161, -0.295], [0.507, -0.138, -0.113], [0.011, 0.047, -0.212], [-0.516, 0.298, -0.432], [-0.592, 0.261, 0.127], [-0.463, 0.031, 0.187], [0.255, 0.174, 0.003], [0.287, -0.104, -0.201], [-0.014, -0.456, -0.262], [-0.331, -0.288, -0.109], [-0.393, -0.025, 0.141]]}

---

Number 1: molar mass 217.3 g/mol. Number 2: molar mass 94.1 g/mol. Number 3: molar mass 305.2 g/mol. Number 4: molar mass 440.3 g/mol. Number 5: molar mass 100.1 g/mol. Number 6: molar mass 554.4 g/mol.